Record 1
A 2-piece molecular cluster, C4H6F6IN5OP2 overall. Source: the OMol25 dataset; level of theory: ωB97M-V/def2-TZVPD.

The value obtained for the gap between HOMO and LUMO is 6.4 eV. The value obtained for the HOMO energy is -8.716 eV. The net charge is 0. For the largest force on an atom, the calculation gives 10.06 eV/Å. The calculated total energy comes out at -56715.97926 eV. The value obtained for the molar mass is 442.97 g/mol.

Each line ends with the Mulliken charge.
Geometry (Å):
C: -1.49501 -3.37774 0.46278  -0.125
C: -0.57423 -2.63914 -0.34049  -0.235
N: -0.01859 -1.44354 -1.14078  0.243
C: 1.23916 -0.75289 -0.59098  0.578
N: 1.99569 -1.06170 0.52485  -0.529
I: 3.66120 0.04392 1.11247  0.336
N: 1.45339 0.38992 -1.60460  -0.395
C: 0.32676 0.23399 -2.63911  -0.013
N: -0.57221 -0.94633 -2.30995  0.140
P: -1.97160 -1.44173 -3.29659  0.170
N: -3.16445 -0.06865 -3.31787  -0.594
O: -2.86723 -2.76034 -2.59636  -0.464
H: -2.29895 -3.95426 1.13028  0.367
H: 1.74891 -1.89833 1.13349  0.316
H: 0.26277 1.00239 -3.54176  0.316
H: -3.06083 0.37362 -4.26376  0.305
H: -4.11135 -0.52947 -3.30340  0.256
H: -3.81567 -2.80696 -2.94674  0.313
F: 0.67118 2.95789 4.88943  -0.319
P: 1.89455 3.09110 3.93273  0.910
F: 0.88268 3.19371 2.75158  -0.320
F: 1.84917 1.54294 3.75732  -0.299
F: 2.13941 4.10176 5.09382  -0.325
F: 2.47108 4.16295 2.95888  -0.313
F: 3.35415 2.58686 4.14477  -0.319

Record 2
C4H6FHgO4P as an isolated structure. Source: the OMol25 dataset; level of theory: ωB97M-V/def2-TZVPD.

The value obtained for the gap between HOMO and LUMO (spin up / spin down) is 7.1 / 5.8 eV. The expectation value of S² is 2.01. The value obtained for the HOMO energy (spin up / spin down) is -15.838 / -17.596 eV. As for the multiplicity: 3. As for the energy above the lowest of the compared OMol25 structures with the same formula, charge and spin: 9.4 kcal per mole. The net charge is +2. For the largest force on an atom, the calculation gives 2.76 eV/Å. The calculated total energy comes out at -28594.06961 eV. The value obtained for the molar mass is 368.65 g/mol.

Each line ends with the Mulliken charge.
Geometry (Å):
P: 1.13296 0.86327 0.97736  0.343
F: -0.26759 1.66250 0.83851  -0.223
O: 1.20367 0.01807 -0.46909  -0.068
C: 1.31864 0.24480 -1.74937  0.426
H: 0.84528 -0.54758 -2.33632  0.353
C: 1.69734 1.41011 -2.39686  -0.528
H: 1.15347 1.68775 -3.29982  0.310
H: 2.37432 2.13723 -1.95176  0.350
O: -1.55004 -0.98210 -0.25972  -0.451
C: -2.02558 -1.71191 -1.11119  -0.140
O: -0.93639 0.00312 2.79008  -0.535
C: 0.24649 -0.18038 2.65174  0.631
O: 1.06775 -0.38637 3.63915  -0.355
Hg: -2.45004 0.58079 1.25773  0.881
H: -1.49005 -2.62224 -1.43306  0.331
H: -2.98090 -1.43854 -1.59237  0.284
H: 0.66068 -0.73853 4.44498  0.392

Record 3
The molecule C4H6FIO. Source: the OMol25 dataset; level of theory: ωB97M-V/def2-TZVPD.

The value obtained for the gap between HOMO and LUMO is 9.7 eV. The value obtained for the HOMO energy is -9.836 eV. As for the energy above the lowest of the compared OMol25 structures with the same formula, charge and spin: 1.8 kcal per mole. As for the SMILES: C[C@@](F)(I)CC=O. The net charge is 0. For the largest force on an atom, the calculation gives 3.30 eV/Å. The calculated total energy comes out at -17109.68761 eV. The value obtained for the molar mass is 215.99 g/mol.

Each line ends with the Mulliken charge.
Geometry (Å):
C: -0.11331 1.58223 -0.06296  -1.191
C: -0.75455 0.25636 0.29812  0.315
F: -0.69303 0.07534 1.67152  -0.288
I: -2.89810 0.31103 -0.27223  0.023
C: -0.01999 -1.03651 -0.38045  -0.521
C: 1.31976 -1.29464 0.19812  -0.038
O: 2.36386 -0.80206 -0.20679  -0.468
H: -0.69786 2.32359 0.40235  0.417
H: 0.88746 1.48688 0.33148  0.365
H: -0.20183 1.90324 -1.16706  0.317
H: 0.14785 -0.91104 -1.49314  0.349
H: -0.63567 -2.07055 -0.42999  0.338
H: 1.29540 -1.82387 1.11102  0.381

Record 4
A 2-piece molecular cluster, C4H6FN2O2 overall. Source: the OMol25 dataset; level of theory: ωB97M-V/def2-TZVPD.

The value obtained for the gap between HOMO and LUMO is 7.4 eV. The value obtained for the HOMO energy is -3.451 eV. As for the energy above the lowest of the compared OMol25 structures with the same formula, charge and spin: 60.9 kcal per mole. The net charge is -1. For the largest force on an atom, the calculation gives 4.54 eV/Å. The calculated total energy comes out at -14035.21770 eV. The value obtained for the molar mass is 133.10 g/mol.

Each line ends with the Mulliken charge.
Geometry (Å):
C: -0.83635 0.04127 0.19079  1.139
H: 0.17105 -0.79855 -1.76642  0.570
F: 2.15463 1.68150 -1.69857  -0.452
C: 0.17645 -0.66082 -0.68503  -1.287
H: 2.12316 0.66867 -1.99235  0.441
C: -1.88711 0.76301 -0.55569  -0.163
N: -2.66313 1.41796 -1.12143  -0.558
C: -0.34714 0.75475 1.45322  -1.188
H: -0.72285 0.26337 2.36331  0.261
H: 0.74885 0.69938 1.45121  0.329
H: -0.70601 1.79215 1.45180  0.374
N: 0.86534 -1.72306 -0.09752  0.875
O: 0.54986 -2.10564 1.04414  -0.696
O: 1.96272 -2.03024 -0.58507  -0.728
H: -1.58947 -0.76375 0.54760  0.084

Record 5
The molecule C4H6FNOS. Source: the OMol25 dataset; level of theory: ωB97M-V/def2-TZVPD.

The value obtained for the gap between HOMO and LUMO is 9.0 eV. The value obtained for the HOMO energy is -8.754 eV. As for the energy above the lowest of the compared OMol25 structures with the same formula, charge and spin: 32.6 kcal per mole. As for the SMILES: CS/C(=C/F)C(N)=O. The net charge is 0. For the largest force on an atom, the calculation gives 3.35 eV/Å. The calculated total energy comes out at -21334.49091 eV. The value obtained for the molar mass is 135.16 g/mol.

Each line ends with the Mulliken charge.
Geometry (Å):
C: -0.18467 2.05364 -1.16193  -0.718
S: 0.01949 0.42311 -1.79602  -0.066
C: -0.11652 -0.59887 -0.36502  -0.045
C: -1.24229 -1.30784 -0.19570  0.028
F: -1.29786 -2.25521 0.85622  -0.291
C: 0.96166 -0.45962 0.56210  0.525
N: 0.98579 -1.25872 1.62741  -0.355
O: 1.71487 0.51207 0.39808  -0.656
H: -0.09606 2.73453 -1.95666  0.325
H: -1.18610 2.18164 -0.74129  0.249
H: 0.54073 2.14176 -0.32646  0.245
H: -2.29009 -1.04935 -0.73623  0.283
H: 0.38614 -2.02609 1.62043  0.236
H: 1.80490 -1.09105 2.21505  0.240

Record 6
The molecule C4H6FNS. Source: the OMol25 dataset; level of theory: ωB97M-V/def2-TZVPD.

The value obtained for the gap between HOMO and LUMO is 8.9 eV. The value obtained for the HOMO energy is -8.695 eV. As for the energy above the lowest of the compared OMol25 structures with the same formula, charge and spin: 21.6 kcal per mole. As for the SMILES: C=CNC(=S)CF. The net charge is 0. For the largest force on an atom, the calculation gives 2.81 eV/Å. The calculated total energy comes out at -19287.09007 eV. The value obtained for the molar mass is 119.16 g/mol.

Each line ends with the Mulliken charge.
Geometry (Å):
C: -2.32889 1.09517 0.32229  -0.844
C: -1.27992 0.65659 -0.37263  0.184
N: -0.18836 -0.02118 0.04147  -0.120
C: 0.93275 -0.35849 -0.67020  0.218
S: 1.16634 -0.31429 -2.29315  -0.325
C: 1.99890 -0.94458 0.34152  -0.279
F: 1.50541 -0.82184 1.65516  -0.336
H: -2.45256 0.97802 1.37665  0.285
H: -3.08857 1.64953 -0.19625  0.255
H: -1.31482 0.77457 -1.46654  0.198
H: -0.10723 -0.34181 0.99828  0.189
H: 2.24778 -1.94509 0.00669  0.285
H: 2.90919 -0.40660 0.25671  0.289

calculated total energy of number 4 (C4H6FN2O2)? -14035.21770 eV

What is the calculated total energy in the fourth record? -14035.21770 eV

Look up the largest force on an atom of the fifth one. 3.35 eV/Å

Which of these has the lowest molar mass? C4H6FNS